Record 1
The following is a DFT calculation (the ωB97M-V functional and the def2-TZVPD basis) of the molecule C17H22BrNO3S in a non-equilibrium geometry.

As for the net charge: 0. The value obtained for the calculated total energy is -106492.37665 eV. The value obtained for the HOMO-LUMO gap is 0.3121 Eh. For the LUMO energy, the calculation gives -0.2 eV. The calculation puts the relative energy (zero: lowest compared OMol25 entry of this formula, charge and spin) at 407.8 kJ/mol.

Structure (XYZ):
```
45
Properties=species:S:1:pos:R:3:mulliken_charge:R:1
O 1.04 0.10 3.48 -0.651
Br 5.28 1.68 2.12 -0.196
N -0.16 -0.58 1.29 -0.375
O -1.11 0.73 -3.06 -0.468
O 1.41 -0.31 -2.38 -0.485
C 0.78 -0.84 0.34 0.172
C 4.32 1.42 -0.85 -0.416
C 3.35 0.92 -1.72 -0.526
C 2.90 0.46 0.94 -0.276
C 4.06 1.26 0.56 -0.309
C 2.21 0.25 -1.38 -0.274
C 1.95 0.01 0.02 0.843
S 0.16 0.72 2.45 0.241
C -1.74 1.82 4.36 -1.497
C -2.41 1.21 2.13 -2.070
C -2.06 -0.59 3.80 -1.511
C -1.17 -0.05 -4.27 -0.740
C -0.85 -0.02 -1.87 -0.750
C 0.41 -1.80 -0.70 -1.729
C -1.24 -1.58 -4.07 -0.537
C -0.17 -2.07 -3.02 -1.228
C 0.24 -1.01 -2.04 1.831
C -1.49 0.80 3.25 1.664
H 5.16 2.05 -1.15 0.419
H 3.71 1.03 -2.73 0.413
H 2.83 0.41 2.01 0.704
H -2.77 1.68 4.58 0.463
H -1.25 1.41 5.27 0.383
H -1.42 2.92 4.21 0.303
H -2.33 0.61 1.25 0.579
H -2.28 2.27 1.81 0.315
H -3.45 1.03 2.35 0.505
H -1.36 -1.27 4.24 0.353
H -2.81 -0.51 4.60 0.445
H -2.74 -1.03 3.02 0.326
H -2.02 0.32 -4.78 0.399
H -0.30 0.18 -4.82 0.373
H -1.83 -0.43 -1.54 0.261
H -0.65 0.73 -1.12 0.372
H 1.23 -2.38 -0.92 0.541
H -0.40 -2.45 -0.60 0.800
H -2.31 -1.75 -3.85 0.284
H -1.02 -1.92 -5.08 0.365
H 0.77 -2.35 -3.56 0.369
H -0.49 -3.07 -2.57 0.313
```


Record 2
The following is a DFT calculation (the ωB97M-V functional and the def2-TZVPD basis) of the molecule C17H22BrNO4S.

As for the net charge: 0. The value obtained for the calculated total energy is -108544.80601 eV. The value obtained for the HOMO-LUMO gap is 0.3328 Eh. For the LUMO energy, the calculation gives 0.5 eV. The calculation puts the relative energy (zero: lowest compared OMol25 entry of this formula, charge and spin) at 23.4 kJ/mol.

Structure (XYZ):
```
46
Properties=species:S:1:pos:R:3:mulliken_charge:R:1
C 1.59 5.02 -2.33 -1.963
C 1.21 4.02 -1.28 1.111
C 0.04 3.29 -1.37 -0.829
C -0.31 2.35 -0.41 0.488
S -1.81 1.41 -0.65 -0.122
C -1.53 0.72 -2.32 -0.600
C -0.52 -0.39 -2.24 0.657
O -0.76 -1.55 -2.49 -0.642
O 0.66 0.06 -1.84 -0.205
C 1.71 -0.89 -1.62 -0.939
C 1.46 -1.66 -0.31 0.677
O 1.89 -1.27 0.75 -0.674
N 0.73 -2.78 -0.48 -0.040
C 0.24 -3.56 0.63 -0.983
C -1.29 -3.48 0.75 0.302
C -1.77 -2.08 1.13 0.521
C -1.68 -2.12 2.66 -0.716
C -1.99 -3.59 2.97 -0.665
O -1.74 -4.34 1.79 -0.504
C 0.48 2.16 0.72 0.639
C 0.12 1.21 1.82 -1.591
C 1.66 2.88 0.81 -0.802
C 2.02 3.78 -0.17 0.112
Br 3.66 4.73 0.02 -0.201
H 1.71 6.00 -1.88 0.433
H 0.83 5.08 -3.10 0.361
H 2.54 4.75 -2.79 0.410
H -0.62 3.46 -2.21 0.324
H -2.49 0.33 -2.66 0.445
H -1.19 1.52 -2.98 0.319
H 2.61 -0.29 -1.52 0.409
H 1.78 -1.57 -2.47 0.384
H 0.29 -2.95 -1.38 0.315
H 0.53 -4.61 0.50 0.232
H 0.72 -3.18 1.54 0.361
H -1.74 -3.84 -0.18 0.337
H -2.81 -1.94 0.81 0.418
H -1.16 -1.30 0.69 -0.707
H -0.68 -1.86 2.98 0.253
H -2.39 -1.45 3.14 0.491
H -3.04 -3.73 3.24 0.310
H -1.37 -3.98 3.78 0.315
H 0.32 1.66 2.79 0.572
H -0.93 0.92 1.77 0.363
H 0.74 0.31 1.74 0.144
H 2.30 2.74 1.67 0.480
```


Record 3
The following is a DFT calculation (the ωB97M-V functional and the def2-TZVPD basis) of a cluster of 11 separate species, C17H22Cl30N3OS in total in a non-equilibrium geometry.

As for the net charge: +1. The value obtained for the calculated total energy is -410996.42617 eV. The value obtained for the HOMO-LUMO gap is 0.2351 Eh. For the LUMO energy, the calculation gives -5.0 eV.

Structure (XYZ):
```
74
Properties=species:S:1:pos:R:3:mulliken_charge:R:1
N 2.74 -0.27 0.26 -0.167
C 2.50 -0.62 -1.21 -0.619
C 1.03 -0.04 -1.68 0.741
O 1.09 1.30 -2.28 -0.564
C 0.22 -1.10 -2.69 -0.613
C -1.39 -0.81 -2.43 0.220
C -2.14 0.61 -2.88 -0.180
N -3.59 0.72 -2.53 0.125
N -4.47 -0.09 -1.89 -0.427
C -3.99 -1.41 -1.43 -0.118
C -2.44 -1.82 -1.68 0.295
S -1.85 -3.52 -1.08 0.001
H 2.23 0.65 0.44 -0.035
H 2.28 -1.04 0.80 0.198
H 3.31 -0.03 -1.83 0.131
H 2.56 -1.78 -1.32 0.336
H 0.35 0.06 -0.71 -0.235
H 1.64 1.27 -3.12 0.431
H 0.53 -0.83 -3.81 0.289
H 0.46 -2.22 -2.44 0.317
H -1.55 1.47 -3.46 0.370
H -4.03 1.64 -2.87 0.324
H -4.71 -2.16 -0.86 -0.061
H -1.17 -3.36 0.13 0.168
C -7.80 0.64 -2.90 0.288
Cl -8.60 -0.86 -2.38 -0.087
Cl -8.62 1.32 -4.31 -0.118
Cl -7.76 1.82 -1.58 -0.124
H -6.77 0.40 -3.18 0.039
C -1.05 0.98 2.21 0.571
Cl 0.23 2.04 1.59 -0.077
Cl -2.53 1.15 1.25 -0.109
Cl -0.50 -0.70 2.23 -0.108
H -1.27 1.28 3.24 -0.227
C 3.77 3.68 3.29 -0.090
Cl 5.38 4.41 3.14 -0.044
Cl 2.52 4.93 3.36 -0.135
Cl 3.46 2.57 1.94 -0.060
H 3.74 3.10 4.22 0.302
C 9.57 3.58 2.72 0.011
Cl 8.68 2.44 1.69 -0.058
Cl 8.60 5.03 3.04 -0.089
Cl 10.05 2.80 4.24 -0.126
H 10.48 3.88 2.19 0.278
C 6.57 -1.14 0.73 -0.058
Cl 5.68 -2.28 -0.29 -0.129
Cl 5.60 0.31 1.05 -0.018
Cl 7.05 -1.91 2.25 -0.124
H 7.48 -0.83 0.20 0.311
C -2.20 2.01 6.55 0.044
Cl -1.65 1.62 8.19 -0.109
Cl -1.38 0.99 5.36 -0.149
Cl -3.95 1.83 6.42 -0.108
H -1.94 3.06 6.34 0.286
C 9.66 7.72 0.30 0.059
Cl 10.07 8.46 -1.26 -0.122
Cl 10.28 6.06 0.37 -0.115
Cl 10.30 8.68 1.64 -0.115
H 8.57 7.68 0.38 0.283
C -5.89 -5.14 -0.44 0.328
Cl -6.91 -4.36 -1.67 -0.080
Cl -4.56 -6.02 -1.21 -0.108
Cl -5.26 -3.93 0.69 -0.109
H -6.50 -5.85 0.11 0.012
C -0.78 -4.18 -5.45 -0.116
Cl 0.75 -4.71 -4.73 -0.108
Cl -1.81 -3.42 -4.23 -0.014
Cl -0.48 -3.07 -6.80 -0.117
H -1.30 -5.06 -5.84 0.381
C -9.83 -5.54 1.15 -0.010
Cl -8.90 -6.97 0.66 -0.129
Cl -9.87 -5.40 2.91 -0.108
Cl -9.15 -4.08 0.42 -0.053
H -10.86 -5.66 0.79 0.327
```


Record 4
The following is a DFT calculation (the ωB97M-V functional and the def2-TZVPD basis) of a structure of composition C17H22Cl5FeN3O6 in a non-equilibrium geometry.

As for the net charge: +1. The value obtained for the calculated total energy is -131737.07505 eV. The spin multiplicity is 6. The value obtained for the HOMO-LUMO gap (alpha / beta) is 0.3442 / 0.1911 Eh. For the LUMO energy (alpha / beta), the calculation gives -2.1 / -5.6 eV. The calculation puts the relative energy (zero: lowest compared OMol25 entry of this formula, charge and spin) at 77.2 kJ/mol.

Structure (XYZ):
```
54
Properties=species:S:1:pos:R:3:mulliken_charge:R:1
Fe 0.51 0.00 -0.35 1.832
C 0.77 -1.33 4.20 -1.045
N -0.16 -1.97 3.27 0.182
C -0.83 -3.20 3.71 -0.940
C -0.40 -1.45 2.07 1.006
O 0.13 -0.39 1.69 -0.838
C -1.31 -2.21 1.15 -1.395
O -1.53 -1.42 0.00 -0.278
C -2.76 -0.76 -0.08 -0.900
C -2.50 0.59 -0.72 0.737
O -1.34 0.92 -0.98 -0.559
N -3.55 1.37 -0.98 0.133
C -4.92 0.98 -0.66 -1.004
C -3.35 2.71 -1.54 -1.071
H 0.24 -0.89 5.04 0.342
H 1.48 -2.07 4.57 0.388
H 1.31 -0.54 3.67 0.296
H -0.40 -3.49 4.67 0.351
H -1.90 -3.05 3.86 0.300
H -0.67 -4.01 3.01 0.364
H -0.80 -3.12 0.81 0.419
H -2.25 -2.49 1.63 0.744
H -3.46 -1.35 -0.69 0.358
H -3.22 -0.61 0.90 0.545
H -5.09 -0.07 -0.86 0.357
H -5.16 1.19 0.39 0.310
H -5.59 1.55 -1.29 0.389
H -2.29 2.94 -1.55 0.314
H -3.74 2.74 -2.56 0.353
H -3.88 3.44 -0.93 0.395
Cl 6.53 4.20 0.43 -0.121
C 5.00 3.52 0.17 0.648
C 4.80 2.14 0.43 -0.219
Cl 6.09 1.18 1.01 -0.153
C 3.57 1.59 0.21 0.744
Cl 3.24 -0.05 0.48 -0.145
C 2.46 2.39 -0.28 -0.499
O 1.34 1.90 -0.48 -0.700
C 2.71 3.80 -0.52 0.383
Cl 1.40 4.72 -1.09 -0.139
C 3.95 4.34 -0.30 -0.010
Cl 4.23 6.00 -0.60 -0.144
N 0.61 -0.09 -2.65 -0.408
C 1.46 -1.18 -3.19 -0.627
C 0.91 -2.54 -2.82 -0.532
C 0.78 -2.77 -1.33 0.327
O 0.26 -3.80 -0.92 -0.737
O 1.25 -1.82 -0.57 -0.502
H -0.34 -0.16 -2.99 0.206
H 0.97 0.81 -2.96 0.226
H 2.45 -1.06 -2.76 0.301
H 1.55 -1.10 -4.27 0.385
H 1.56 -3.31 -3.22 0.345
H -0.08 -2.71 -3.26 0.287
```


Record 5
The following is a DFT calculation (the ωB97M-V functional and the def2-TZVPD basis) of a structure of composition C17H22ClN3O2 in a non-equilibrium geometry.

As for the net charge: 0. The value obtained for the calculated total energy is -39060.02502 eV. The value obtained for the HOMO-LUMO gap is 0.2495 Eh. For the LUMO energy, the calculation gives -1.4 eV. The calculation puts the relative energy (zero: lowest compared OMol25 entry of this formula, charge and spin) at 1444.7 kJ/mol.

Structure (XYZ):
```
45
Properties=species:S:1:pos:R:3:mulliken_charge:R:1
C -3.17 3.20 -0.66 -1.251
H -2.09 3.51 -0.81 0.216
H -3.77 3.98 -1.45 0.290
H -3.46 3.39 0.25 0.481
C -3.26 1.72 -1.27 -0.025
C -4.87 1.38 -1.03 -1.583
H -5.06 0.34 -1.25 0.476
H -5.48 2.10 -1.86 0.260
H -5.34 1.48 -0.18 0.523
C -2.64 0.79 -0.21 -0.600
H -3.29 0.75 0.81 0.243
H -1.72 0.96 -0.27 0.556
C -2.51 -0.68 -0.75 -1.326
N -1.87 -1.45 0.19 0.070
C -1.74 -2.83 0.10 0.572
O -2.59 -3.60 -0.12 -0.566
C -0.44 -3.31 1.13 -0.991
N 0.75 -2.88 0.72 0.666
C 1.60 -3.61 0.17 0.802
O 1.48 -4.93 0.31 -0.726
C 3.04 -3.07 -0.10 -0.796
C 2.73 -1.77 -0.52 -0.396
C 1.67 -0.91 0.15 -0.015
N 0.77 -1.57 0.87 -1.032
C 1.61 0.54 -0.12 0.963
C 2.42 1.42 -0.81 -0.124
C 2.52 2.73 -0.78 -0.835
C 1.37 3.36 0.09 0.344
C 0.86 2.51 1.21 -0.483
C 0.98 1.25 1.16 -0.511
H 0.32 0.63 1.76 0.218
H 0.26 3.05 1.70 0.632
Cl 1.33 5.08 0.15 -0.176
H 2.99 3.28 -1.53 0.418
H 3.13 0.83 -1.53 0.096
H 2.28 -1.74 -1.69 0.303
H 3.80 -1.10 -0.86 0.138
H 3.47 -2.89 1.22 0.195
H 3.60 -3.70 -0.61 0.470
H -0.70 -4.56 1.05 0.281
H -0.70 -3.00 2.27 0.234
H -1.05 -1.12 0.74 0.220
H -2.37 -0.87 -1.67 0.835
H -3.55 -1.20 -0.51 0.347
H -3.14 1.42 -2.23 0.588
```